No. 1
Below is a cluster of 2 separate species, C22H29N3O4 in total in a non-equilibrium geometry, with properties calculated with ωB97M-V/def2-TZVPD.

Values from the calculation:
* energy above the lowest of the compared OMol25 structures with the same formula, charge and spin: 37.3 kJ/mol
* spin multiplicity: 1
* net charge: 0
* SMILES: CNC(=O)[C@H](Cc1ccccc1)NC(C)=O.COCC(=O)NCc1ccccc1
* E_HOMO: -9.11 eV
* HOMO-LUMO gap: 9.59 eV

```
58
Properties=species:S:1:pos:R:3:lowdin_charge:R:1
O 4.33091 0.37522 4.17393 0.052
O 2.92060 0.04517 -0.19354 0.029
O -4.95552 -4.21412 -3.00358 0.044
O -3.23052 -3.66627 -6.12682 -0.204
N -3.21462 -2.85443 -3.43933 0.081
N 4.65796 1.20034 0.43264 0.042
N 3.20198 1.90873 2.97469 0.081
C 2.61270 0.99286 1.98808 -0.162
C 3.96105 1.52669 4.00024 -0.581
C -0.55867 1.12607 -2.12550 -0.092
C 0.16494 1.21140 2.79782 -0.203
C -2.74783 0.09710 -2.25099 -0.042
C 3.42577 0.73216 0.68629 -0.424
C -4.17751 -3.76285 -3.83271 -0.446
C -0.70801 1.64464 5.03998 -0.077
C -1.70992 0.67975 4.84230 -0.089
C -3.54945 -2.43373 -6.78592 -0.102
C -1.94408 1.24221 -2.27049 -0.083
C -0.84598 0.24848 2.60589 -0.026
C -3.03894 -2.40164 -2.06918 -0.145
C 5.60425 1.94711 1.25988 -0.066
C -4.29594 -4.18827 -5.30124 -0.103
C -0.78335 -1.27953 -1.94179 -0.035
C 0.21852 1.91763 4.01750 -0.041
C -2.17382 -1.17193 -2.08439 -0.229
C 1.17586 1.47340 1.68782 -0.090
C 0.01955 -0.13586 -1.96537 -0.083
C -1.78111 -0.01495 3.62310 -0.074
C 4.38626 2.61268 4.96056 0.008
H -3.82375 0.19403 -2.36413 0.112
H -2.42771 0.47466 5.62425 0.095
H -0.90535 -0.29588 1.67330 0.106
H 4.93516 3.38120 4.42028 0.079
H 5.02852 2.17259 5.72297 0.088
H 5.18146 2.90671 1.55849 0.074
H 2.96802 2.88318 2.89825 0.140
H -5.27306 -3.87302 -5.67966 0.129
H -0.31846 -2.25304 -1.81428 0.115
H -2.53977 -2.56554 -4.14316 0.136
H -4.37736 -2.57658 -7.48775 0.086
H 0.81362 0.97169 0.79042 0.097
H -2.57544 -3.18912 -1.46568 0.126
H 1.19166 2.54061 1.46325 0.124
H -2.39647 2.22080 -2.39892 0.099
H -3.83178 -1.66423 -6.06007 0.083
H 2.52180 0.01051 2.45589 0.163
H 3.50525 3.04313 5.43352 0.078
H 0.07037 2.01103 -2.14011 0.101
H 6.51498 2.13482 0.68901 0.087
H -4.00790 -2.16414 -1.61643 0.127
H -2.68026 -2.07710 -7.34667 0.090
H 4.99690 0.91046 -0.47218 0.140
H 5.87135 1.35952 2.14085 0.081
H -0.65621 2.18164 5.97652 0.095
H -2.55054 -0.75849 3.46944 0.098
H 1.09583 -0.23226 -1.86191 0.086
H 0.96839 2.67519 4.17712 0.090
H -4.26433 -5.28039 -5.34249 0.134
```

---

No. 2
Below is a structure of composition C5H8O in a non-equilibrium geometry, with properties calculated with ωB97M-V/def2-TZVPD.

Values from the calculation:
* energy above the lowest of the compared OMol25 structures with the same formula, charge and spin: 387.9 kJ/mol
* spin multiplicity: 1
* net charge: 0
* E_HOMO: -8.94 eV
* HOMO-LUMO gap: 10.04 eV

```
14
Properties=species:S:1:pos:R:3:lowdin_charge:R:1
O -1.27812 0.33381 1.07203 -0.059
C -1.36748 -0.69297 0.07149 -0.169
C 0.64914 0.57477 -0.37026 -0.246
C -0.71123 0.20411 -0.97248 -0.113
C -0.59674 1.20157 0.14963 -0.213
C 1.49023 -0.36661 0.44933 -0.068
H -2.04584 -1.50713 0.14592 0.087
H 0.87186 -1.12269 0.95523 0.055
H 2.05101 0.16032 1.24024 0.086
H 1.20490 1.22785 -1.04022 0.137
H 2.21451 -0.90508 -0.18246 0.082
H -0.81806 2.26599 0.20372 0.149
H -0.72405 -1.74542 0.29947 0.144
H -0.94011 0.37145 -2.02165 0.129
```

---

No. 3
Below is a cluster of 13 separate species, C46H74N4O12 in total in a non-equilibrium geometry, with properties calculated with ωB97M-V/def2-TZVPD.

Values from the calculation:
* spin multiplicity: 2
* net charge: -1
* E_HOMO (spin up / spin down): -0.54 / -5.29 eV
* HOMO-LUMO gap (spin up / spin down): 2.64 / 7.30 eV

```
136
Properties=species:S:1:pos:R:3:lowdin_charge:R:1
O -5.69585 2.43194 1.30709 0.038
O 0.50544 1.45030 -2.73366 -0.009
O 0.80875 -2.25436 5.51061 0.018
O 0.78962 -0.18583 6.44666 0.088
O -1.39020 0.88092 1.40165 -0.127
O 0.80453 4.54187 3.67075 0.021
O -7.09024 -2.74106 -2.13280 0.041
O 3.98936 5.19279 -1.56885 0.007
O -2.99015 -1.28805 4.98354 0.033
O 2.40377 5.71391 4.77016 0.060
O -1.96194 -2.36981 -4.08779 0.058
O -4.51430 0.94883 0.25359 0.111
N -1.22359 -4.88657 1.57500 -0.003
N 5.52624 -3.88007 1.96253 0.008
N 4.21851 1.37009 1.71645 0.007
N 1.88053 -0.91247 -2.93863 0.044
C 0.74635 -2.88481 4.20899 -0.121
C -4.61048 2.07449 0.66286 -0.583
C -3.40404 -1.10560 3.83112 -0.464
C 2.43850 -2.97575 -3.69247 -0.112
C -1.52621 -0.56291 -0.56973 -0.075
C -3.71319 3.17811 0.52382 -0.076
C 1.38759 -2.10875 -3.41972 -0.118
C 5.92039 1.44214 0.39833 -0.155
C 2.68535 5.02145 2.36333 -0.057
C 0.80134 -0.89138 5.44266 -0.467
C 4.14656 -3.90932 2.22207 -0.105
C 1.99081 5.18016 3.72784 -0.437
C -0.50554 3.04117 -4.31678 -0.027
C -2.91127 -4.78358 0.20382 -0.137
C -3.16241 -2.06640 2.71351 -0.014
C -5.76217 3.83986 1.64029 -0.123
C -0.76694 -4.26871 0.49004 -0.137
C 0.63360 -0.45166 4.07060 -0.087
C -0.10908 2.49545 -2.89220 -0.458
C -5.70880 -2.63386 -0.17874 -0.012
C -0.81935 0.23046 0.49976 -0.584
C -1.01117 -1.93039 -6.27164 -0.022
C 3.48914 -3.44034 1.07045 -0.126
C -4.24524 0.10852 3.55332 -0.020
C -1.83543 -1.66280 -5.04433 -0.501
C -2.60243 -0.34068 -5.01199 -0.017
C 3.18218 2.94580 -1.72201 -0.026
C 3.23622 -0.98993 -2.95291 -0.153
C 0.70413 0.24969 0.31611 -0.082
C -0.56669 3.37781 -1.77686 -0.019
C -5.96000 -2.84492 -1.68699 -0.476
C -2.56628 -5.19314 1.44126 -0.136
C 5.70971 -3.31743 0.72841 -0.129
C -4.81488 -3.14151 -2.57601 -0.030
C 0.52401 3.86883 2.44566 -0.125
C 4.12526 0.21392 0.95218 -0.095
C -4.29151 4.23263 1.50235 -0.134
C -1.76898 -4.34288 -0.45951 -0.092
C 1.75610 4.10058 1.54926 -0.145
C 5.57820 3.56844 -2.33158 -0.024
C 4.24298 3.96881 -1.76076 -0.461
C 0.64617 -1.70546 3.22347 -0.136
C 4.44609 -3.16100 0.15313 -0.144
C 5.27996 2.13583 1.35812 -0.149
C 5.29251 0.18786 0.17200 -0.086
C 3.61460 -2.21895 -3.51340 -0.136
H -0.28414 0.12336 3.94725 0.131
H 0.27555 4.04551 -1.59545 0.076
H 3.85926 -4.22509 3.21411 0.087
H 4.22620 -2.70543 -0.80108 0.079
H 0.33647 2.81490 2.65103 0.113
H -4.90104 -2.41480 -3.38382 0.081
H -3.85451 3.53431 -0.49660 0.136
H 0.17508 3.86986 -4.51207 0.073
H 2.25973 3.21112 1.17069 0.080
H -3.41751 -0.48720 -5.72070 0.080
H -1.42976 3.94519 -2.12513 0.073
H 2.33361 -3.95837 -4.12819 0.083
H 5.36579 -0.61210 -0.54988 0.074
H -4.82912 -4.15891 -2.96692 0.098
H -3.85199 -2.83664 -2.16613 0.063
H -0.61115 -5.16442 2.32854 0.143
H 2.49549 6.02978 1.99547 0.122
H 1.45843 -1.78263 2.50073 0.083
H 2.27660 3.42047 -1.34424 0.054
H 1.01252 -0.78832 0.19141 0.055
H -3.72825 4.31688 2.43173 0.113
H -0.18171 -3.45628 4.19385 0.105
H 0.95761 0.87922 -0.53685 0.036
H 1.47982 4.63280 0.63903 0.093
H 5.65220 2.55243 -1.94383 0.049
H -6.33723 4.41895 0.91775 0.117
H 5.48576 3.59024 -3.41744 0.091
H -1.54786 3.35967 -4.30175 0.068
H -1.60909 -4.04863 -1.48628 0.092
H 3.24418 -0.38340 1.13469 0.085
H 6.67191 -3.15442 0.26581 0.104
H 5.45495 3.10030 1.81152 0.109
H -0.96311 2.77854 -0.95722 0.080
H 3.59331 1.54795 2.48948 0.139
H 1.24372 0.68492 1.15726 0.038
H -5.10956 -1.75421 0.05628 0.068
H 6.39822 4.20410 -1.99751 0.088
H 0.28640 -4.03156 0.51556 0.102
H -6.17322 4.11040 2.61288 0.122
H -4.20337 5.20590 1.01958 0.102
H -0.30992 4.35645 1.94080 0.120
H 4.63817 -2.45026 -3.76872 0.083
H 0.31261 -2.16205 -3.50920 0.082
H -0.12171 -1.32366 -6.44150 0.088
H 1.29600 -0.12165 -2.70835 0.075
H -0.66104 -2.96040 -6.20396 0.082
H -2.91525 -1.51154 1.80843 0.073
H 1.61113 -3.53726 4.08835 0.103
H -2.75981 2.68127 0.70361 0.107
H -3.07355 -5.79120 2.18382 0.111
H -3.04043 -0.18128 -4.02667 0.076
H 3.81244 -0.10504 -2.72637 0.092
H -5.34405 -3.59479 0.18413 0.053
H 6.27447 -4.12928 2.59352 0.142
H 1.43208 0.23702 3.79442 0.120
H -1.66849 -0.08105 -1.53703 0.048
H 2.44600 -3.27972 0.84139 0.076
H -3.87696 -4.92186 -0.25958 0.083
H -1.59942 -1.84366 -7.18517 0.080
H -3.66829 0.97980 3.24333 0.083
H -2.35738 -2.76881 2.92949 0.058
H 3.76898 4.90745 2.33404 0.111
H -5.02188 -0.07765 2.81151 0.075
H 3.38706 2.06688 -1.11077 0.075
H 3.04908 2.60458 -2.74863 0.099
H 6.77575 1.77679 -0.16978 0.089
H -6.61090 -2.41679 0.39327 0.077
H -4.75177 0.43846 4.46033 0.080
H -0.26703 -1.62753 2.63349 0.095
H -1.07421 -1.54141 -0.73205 0.048
H -2.53348 -0.78360 -0.21645 0.042
H -4.07915 -2.64856 2.61993 0.090
H -2.12070 0.57243 -5.36166 0.061
H -0.43474 2.28121 -5.09496 0.058
```

---

No. 4
Below is a structure of composition ClH2NP2 in a non-equilibrium geometry, with properties calculated with ωB97M-V/def2-TZVPD.

Values from the calculation:
* energy above the lowest of the compared OMol25 structures with the same formula, charge and spin: 150.0 kJ/mol
* spin multiplicity: 1
* net charge: 0
* E_HOMO: -8.95 eV
* HOMO-LUMO gap: 7.05 eV

```
6
Properties=species:S:1:pos:R:3:lowdin_charge:R:1
Cl -0.94993 -2.27321 1.16320 -0.108
P -0.29828 -0.20047 -0.48580 0.308
P -0.35528 0.10606 1.63003 0.414
N 1.22282 -0.25044 -0.78259 -0.418
H -1.73907 0.61734 1.65825 -0.146
H 1.42388 -0.91773 -1.51900 -0.050
```

---

No. 5
Below is a structure of composition C17H17F6FeN7OS5Sb in a non-equilibrium geometry, with properties calculated with ωB97M-V/def2-TZVPD.

Values from the calculation:
* energy above the lowest of the compared OMol25 structures with the same formula, charge and spin: 107.5 kJ/mol
* spin multiplicity: 6
* net charge: 0
* E_HOMO (spin up / spin down): -7.64 / -7.80 eV
* HOMO-LUMO gap (spin up / spin down): 7.68 / 7.55 eV

```
55
Properties=species:S:1:pos:R:3:lowdin_charge:R:1
Sb -1.94743 0.24538 3.80738 1.386
Fe -1.75702 0.37425 -0.08028 0.664
S 5.78384 0.86280 1.21875 0.601
S -6.00507 2.62962 -0.00409 1.071
S 2.86197 0.47481 1.34480 0.984
S -0.03642 4.84116 -0.45230 1.080
S 0.34786 -0.56064 -0.06542 0.640
F -0.70215 -1.05079 3.24804 -0.356
F -1.61753 -0.04589 5.61780 -0.336
F -3.25943 -1.11823 3.71222 -0.350
F -2.35768 0.53576 1.88699 -0.397
F -3.29155 1.50754 4.12974 -0.343
F -0.64911 1.57552 3.59211 -0.343
O -3.12505 -1.37394 -0.05247 -0.102
N -1.15302 2.53846 -0.61795 0.024
N -5.46333 0.03195 -0.47921 0.111
N 4.18589 -0.55546 -0.53082 -0.124
N -4.13698 -2.48349 1.59891 0.203
N 2.86886 -0.84894 -0.82757 0.007
N 1.14631 2.52443 -1.13966 0.118
N -3.69404 1.59426 -0.40624 0.028
C 0.01337 3.13087 -0.73818 -0.667
C 2.05452 -0.36988 0.03552 -1.070
C 4.40786 0.20295 0.59097 -1.097
C 5.14662 -1.01569 -1.50656 -0.176
C -1.04995 -3.37690 -0.16936 -0.011
C -3.51036 2.95544 -0.21679 -0.335
C 6.92248 -1.86192 -3.48772 -0.096
C -1.73670 4.73285 -0.18354 -0.340
C -2.14716 3.45972 -0.31798 -0.335
C 7.38591 -1.49445 -2.23726 -0.080
C -4.96636 1.27560 -0.31952 -0.662
C 6.50993 -1.07993 -1.24066 -0.049
C -4.63014 3.66800 0.00065 -0.342
C 4.67066 -1.42056 -2.75697 -0.028
C 5.55700 -1.83899 -3.73473 -0.086
C -1.93254 -3.23322 1.01334 -0.190
C -3.08399 -2.28744 0.81268 -0.484
H -4.79755 -0.72862 -0.53266 0.063
H -2.31204 5.61088 0.06648 0.081
H 6.89388 -0.81642 -0.27216 0.037
H -1.37960 -2.87071 1.89339 0.116
H 2.02680 2.96268 -0.93432 0.105
H -4.83850 -1.76122 1.64833 0.118
H 7.61558 -2.16496 -4.26279 0.101
H 1.12304 1.51590 -1.14611 0.018
H -1.42381 -3.13814 -1.15500 0.052
H 3.61051 -1.40551 -2.94970 0.098
H -2.34537 -4.20454 1.31185 0.126
H -4.03368 -3.06435 2.41476 0.121
H 8.44605 -1.52741 -2.01833 0.105
H -4.74074 4.72743 0.17472 0.081
H 5.17309 -2.14677 -4.69941 0.102
H -6.45202 -0.12411 -0.48841 0.100
H -0.17573 -4.00911 -0.09530 0.058
```

---

No. 6
Below is a structure of composition C37H27ClMoN2O7PS in a non-equilibrium geometry, with properties calculated with ωB97M-V/def2-TZVPD.

Values from the calculation:
* energy above the lowest of the compared OMol25 structures with the same formula, charge and spin: 159.6 kJ/mol
* spin multiplicity: 3
* net charge: +3
* E_HOMO (spin up / spin down): -17.09 / -17.12 eV
* HOMO-LUMO gap (spin up / spin down): 6.14 / 5.98 eV

```
77
Properties=species:S:1:pos:R:3:lowdin_charge:R:1
Mo -1.03115 0.02038 0.49196 1.560
Cl 1.92413 -0.42607 0.52545 0.743
S -1.06087 -2.70938 -1.43028 1.248
P 0.10807 2.02550 -0.43674 1.006
O -3.88318 -0.69528 -2.31522 0.035
O -3.27786 2.21851 3.02332 0.263
O -8.27006 2.43346 2.06722 0.134
O -2.10578 0.91378 1.56561 -0.336
O -0.61760 -1.31985 -0.68758 -0.749
O -9.05423 1.45526 0.30419 0.139
O -5.95769 -0.53460 -2.88919 0.173
N -5.03109 -0.28359 -2.17226 -0.314
N -8.16340 1.80581 1.04007 -0.338
C -4.05977 -2.64473 1.28730 -0.030
C 0.39711 -4.02269 0.50135 -0.062
C 1.21909 -5.06900 0.85594 -0.020
C -6.78095 1.44151 0.62862 -0.066
C -6.60785 0.78849 -0.57850 0.137
C -3.50598 -3.80796 -1.20257 -0.041
C 0.53179 -4.74688 -1.84176 -0.051
C 1.15216 2.42878 -2.94751 -0.049
C 1.74929 2.27465 0.25936 -0.375
C -1.69389 5.03608 1.58967 -0.037
C 2.53358 1.21184 0.70659 -0.604
C 3.52469 3.76972 0.90599 -0.016
C 1.67637 -5.96466 -0.11895 0.005
C 1.12719 2.33448 -4.33088 -0.024
C -4.24480 0.78979 -0.13494 0.035
C 0.06855 -3.88573 -0.84897 -0.418
C -4.70756 -4.07064 -0.55155 -0.005
C 3.77954 1.39387 1.25864 -0.061
C -1.51937 4.16913 -1.06056 -0.057
C 0.14883 1.80683 -2.20601 -0.382
C 1.34015 -5.80658 -1.45487 -0.016
C -3.34551 1.61964 2.03073 -0.351
C -2.85807 -2.39077 0.65187 -0.119
C -0.86666 1.08831 -2.84649 -0.119
C -2.24929 5.30819 -0.74672 -0.034
C -2.59244 -2.97508 -0.58229 -0.395
C 4.27327 2.69128 1.35527 -0.004
C -0.96229 3.90142 1.29048 -0.109
C 0.11732 1.62220 -4.96621 -0.018
C -5.74542 1.74288 1.48660 0.122
C -0.88279 0.99614 -4.22724 -0.037
C -4.45432 1.39447 1.09379 -0.101
C -2.33718 5.73694 0.56988 -0.020
C 2.25902 3.56934 0.37387 -0.054
C -4.98077 -3.49609 0.68164 -0.010
C -5.31231 0.47347 -0.93215 -0.089
C -0.87029 3.47266 -0.04033 -0.380
H 1.89738 2.82146 -4.91476 0.129
H 3.92247 4.77301 0.97613 0.132
H -2.74049 5.86425 -1.53462 0.125
H 5.25174 2.85226 1.78972 0.135
H 1.70694 -6.50024 -2.19957 0.134
H -2.13815 -1.76255 1.17237 0.050
H -5.43195 -4.72428 -1.01938 0.136
H -7.45663 0.53962 -1.20236 0.154
H -3.26547 0.56586 -0.52290 0.070
H -0.44991 3.37201 2.08459 0.120
H -1.76004 5.38075 2.61403 0.129
H 0.03429 -3.33970 1.25723 0.110
H -3.30004 -4.24588 -2.17361 0.137
H 1.49569 -5.20826 1.89272 0.130
H -1.43965 3.84232 -2.08999 0.111
H 4.36225 0.54964 1.60288 0.128
H 0.27248 -4.59934 -2.88424 0.126
H -5.94960 2.22373 2.43462 0.156
H 0.10555 1.55667 -6.04681 0.129
H 1.94655 2.97750 -2.45622 0.117
H 2.30486 -6.79526 0.17719 0.134
H -5.91702 -3.71063 1.18097 0.133
H 1.67078 4.41689 0.04719 0.126
H -1.67886 0.63645 -2.28800 0.058
H -4.27412 -2.20074 2.25105 0.130
H -1.67370 0.45224 -4.72803 0.123
H -2.90690 6.62645 0.80748 0.128
```

---

What did the second record say?
Below is a structure of composition C5H8O in a non-equilibrium geometry, with properties calculated with ωB97M-V/def2-TZVPD.

Values from the calculation:
* energy above the lowest of the compared OMol25 structures with the same formula, charge and spin: 387.9 kJ/mol
* spin multiplicity: 1
* net charge: 0
* E_HOMO: -8.94 eV
* HOMO-LUMO gap: 10.04 eV

```
14
Properties=species:S:1:pos:R:3:lowdin_charge:R:1
O -1.27812 0.33381 1.07203 -0.059
C -1.36748 -0.69297 0.07149 -0.169
C 0.64914 0.57477 -0.37026 -0.246
C -0.71123 0.20411 -0.97248 -0.113
C -0.59674 1.20157 0.14963 -0.213
C 1.49023 -0.36661 0.44933 -0.068
H -2.04584 -1.50713 0.14592 0.087
H 0.87186 -1.12269 0.95523 0.055
H 2.05101 0.16032 1.24024 0.086
H 1.20490 1.22785 -1.04022 0.137
H 2.21451 -0.90508 -0.18246 0.082
H -0.81806 2.26599 0.20372 0.149
H -0.72405 -1.74542 0.29947 0.144
H -0.94011 0.37145 -2.02165 0.129
```